(1)
This record from the Open Molecules 2025 dataset describes a structure of composition C6H20BrN2O2P2Pt. The level of theory is ωB97M-V/def2-TZVPD.

Geometry (Å):
Pt (-4.852, 1.449, 0.975)
Br (1.655, -3.723, 1.571)
P (0.614, -1.128, -0.714)
P (1.519, -1.474, 1.315)
O (0.503, -0.866, 2.510)
O (-1.860, 0.428, -1.451)
N (2.625, 3.042, -0.128)
N (-3.841, -0.311, 1.611)
C (-1.956, -0.123, -0.133)
C (-3.504, -0.339, 0.147)
C (2.394, -0.659, -1.344)
C (2.779, 1.561, -0.010)
C (-1.162, -1.458, -0.025)
C (2.611, 0.883, -1.411)
H (0.141, -0.975, -2.066)
H (0.434, 0.273, -0.385)
H (1.793, 1.400, -1.955)
H (-1.672, -2.173, -0.717)
H (1.965, 1.222, 0.686)
H (3.557, 1.070, -1.971)
H (-3.826, 0.724, 1.901)
H (3.190, -1.144, -0.721)
H (-1.793, 1.377, -1.315)
H (-1.527, 0.586, 0.614)
H (0.843, -2.530, -0.999)
H (-1.209, -1.920, 0.983)
H (-4.023, 0.605, -0.349)
H (1.674, 3.168, -0.472)
H (2.663, 3.386, 0.829)
H (3.785, 1.325, 0.397)
H (1.108, -0.596, 3.222)
H (-3.922, -1.217, -0.387)
H (-3.142, -0.791, 2.171)
H (2.438, -1.072, -2.379)

Properties
E_HOMO: -0.3914 hartree
Spin multiplicity: 1
Calculated total energy: -105471.3339 eV
LUMO: -7.5 eV
Net charge: +1
Gap between HOMO and LUMO: 0.11761 Ha

(2)
This record from the Open Molecules 2025 dataset describes a structure of composition C6H20CeN3O. The level of theory is ωB97M-V/def2-TZVPD.

Geometry (Å):
Ce (0.040, 1.089, -2.341)
O (-0.071, -0.200, -0.273)
N (0.588, 0.960, 1.572)
N (-0.356, -1.241, 1.739)
N (0.962, -1.050, -3.221)
C (-0.927, -2.405, 1.064)
C (-0.001, -1.447, 3.136)
C (0.040, -0.168, 1.012)
C (-1.454, 0.639, -4.055)
C (0.429, 1.424, 2.950)
C (0.968, 1.993, 0.618)
H (-0.179, -2.927, 0.451)
H (1.145, 0.964, 3.647)
H (0.063, 2.356, 0.077)
H (0.524, -1.768, -2.636)
H (1.048, -1.759, 3.277)
H (-0.640, -2.240, 3.531)
H (-0.597, 1.286, 3.324)
H (0.590, -1.125, -4.174)
H (1.975, -1.182, -3.239)
H (-1.778, -2.103, 0.443)
H (-1.445, 1.848, -1.600)
H (1.647, 1.806, -1.938)
H (-0.868, 0.282, -4.927)
H (1.707, 1.557, -0.085)
H (1.446, 2.823, 1.151)
H (0.646, 2.499, 2.950)
H (-0.188, -0.556, 3.740)
H (-1.706, 1.723, -4.144)
H (-1.275, -3.083, 1.850)
H (-2.333, 0.006, -3.899)

Properties
E_HOMO: -0.4237 hartree
Spin multiplicity: 1
Calculated total energy: -25982.8522 eV
LUMO: -3.3 eV
Net charge: +1
Gap between HOMO and LUMO: 0.30325 Ha